Record 1
Below is a molecular structure, C14H32NO2P2RhSi, with properties calculated with ωB97M-V/def2-TZVPD.

CARTESIAN COORDINATES (ANGSTROEM)
Rh (0.1132, -0.0092, 0.4362)
P (-1.9529, -0.6457, 1.0968)
C (-2.9496, 0.7765, 0.4197)
C (-2.2160, 1.7604, -0.2908)
N (-0.8191, 1.7164, -0.3366)
C (-0.0746, 2.8258, -0.5233)
C (-0.7160, 4.0655, -0.6870)
C (-2.0795, 4.0981, -0.9532)
C (-2.7939, 2.9133, -0.9164)
C (1.4332, 2.7815, -0.3072)
P (1.9328, 1.0370, -0.5088)
H (-3.8500, 2.8959, -1.1235)
H (-0.0898, 4.9570, -0.6030)
H (-2.5581, 5.0523, -1.1894)
H (1.9918, 3.4497, -0.9914)
H (1.5797, 3.1713, 0.7142)
H (-4.0736, -1.9140, -3.1868)
H (-4.0114, 0.6297, 0.1008)
H (-0.2239, -1.3442, -3.4059)
O (-3.2880, -1.5974, -3.7273)
H (-3.4127, -0.7232, -4.1383)
H (-0.0267, -0.4935, -1.0101)
O (0.5631, -1.6988, -2.9613)
H (0.2565, -2.4560, -2.3710)
C (2.2324, 0.9744, -2.3025)
H (2.5956, 1.9888, -2.5013)
H (3.0035, 0.2313, -2.5498)
H (1.3247, 0.7698, -2.8803)
C (3.5752, 1.0623, 0.1722)
H (3.8856, 0.0290, 0.3058)
H (4.2405, 1.5482, -0.5452)
H (3.6253, 1.6033, 1.1175)
C (-2.1477, -0.0662, 2.8198)
H (-3.2273, 0.0923, 2.9201)
H (-1.7617, -0.6910, 3.6362)
H (-1.6528, 0.9166, 2.8277)
C (-2.6462, -2.3281, 0.8026)
H (-2.3402, -3.0886, 1.5381)
H (-3.7366, -2.2132, 0.8638)
H (-2.3632, -2.6880, -0.2002)
C (0.3126, -3.2112, 1.8765)
Si (1.3589, -1.7592, 1.2373)
C (2.2023, -1.0192, 2.7532)
C (2.6355, -2.4109, -0.0111)
H (-0.3737, -2.9400, 2.6885)
H (1.0286, -3.9401, 2.2808)
H (-0.2677, -3.6907, 1.0803)
H (2.7788, -1.8044, 3.2585)
H (2.8703, -0.1817, 2.5277)
H (1.4360, -0.6626, 3.4521)
H (3.4606, -2.8080, 0.6028)
H (2.1664, -3.2481, -0.5513)
H (3.0501, -1.7133, -0.7561)

Properties
Molecular weight (Da): 439.35
Expectation value of S²: 6.05
F_max (Eh/bohr): 0.0807
Frontier orbital gap (spin up / spin down) (eV): 6.842 / 5.667
Charge: +2
Calculated total energy (eV): -50066.6865
Spin multiplicity: 5

Record 2
Below is a molecular structure, C49H44Cl2FINOPRuSb2, with properties calculated with ωB97M-V/def2-TZVPD.

CARTESIAN COORDINATES (ANGSTROEM)
Ru (-0.4886, -0.0501, -0.1625)
I (-1.9567, -2.3372, -0.7337)
C (-1.5250, -3.3574, -2.4883)
C (-2.4264, -4.3583, -2.7102)
C (-2.3099, -5.2026, -3.8319)
C (-1.2761, -5.0097, -4.6859)
C (-0.3207, -3.9845, -4.4675)
C (0.7454, -3.8793, -5.3883)
C (1.7059, -2.9359, -5.2307)
C (1.6074, -2.0442, -4.1518)
C (0.5910, -2.0767, -3.2271)
P (0.8259, -0.6456, -2.0515)
C (0.8990, 0.7224, -3.2499)
C (0.0542, 0.6688, -4.3628)
C (-0.0033, 1.7272, -5.2555)
C (0.7763, 2.8576, -5.0428)
C (1.6118, 2.9221, -3.9379)
C (1.6714, 1.8640, -3.0400)
C (2.5206, -1.0453, -1.5062)
C (3.6839, -0.4459, -1.9750)
C (4.9221, -0.8677, -1.5050)
C (5.0070, -1.8963, -0.5792)
C (3.8474, -2.5138, -0.1258)
C (2.6136, -2.0856, -0.5873)
C (-0.4177, -3.0938, -3.3491)
H (-3.2422, -4.5108, -2.0156)
H (-3.0310, -5.9928, -3.9908)
H (-1.1539, -5.6415, -5.5570)
H (0.7807, -4.5757, -6.2172)
H (2.5319, -2.8542, -5.9241)
H (2.3762, -1.2882, -4.0652)
H (-0.5646, -0.2027, -4.5375)
H (-0.6508, 1.6645, -6.1205)
H (0.7313, 3.6854, -5.7384)
H (2.2213, 3.7999, -3.7663)
H (2.3141, 1.9418, -2.1737)
H (3.6392, 0.3529, -2.7020)
H (5.8224, -0.3909, -1.8707)
H (5.9737, -2.2249, -0.2213)
H (3.9049, -3.3304, 0.5832)
H (1.7123, -2.5764, -0.2458)
C (0.6152, -3.5531, 1.9766)
Sb (0.3418, -1.4302, 2.1428)
C (2.2664, -0.9393, 2.8992)
C (-0.7233, -1.5391, 4.0363)
C (-0.0841, -0.7530, 5.1506)
C (0.8903, -1.3848, 5.9238)
C (1.5749, -0.7161, 6.9254)
C (1.2847, 0.6178, 7.1696)
C (0.2876, 1.2459, 6.4397)
C (-0.4246, 0.5777, 5.4444)
C (-1.5298, 1.2820, 4.7286)
Sb (-0.9374, 1.9240, 2.7636)
C (-2.7083, 3.0844, 2.4377)
C (0.2760, 3.5951, 3.3581)
H (1.4567, -3.8448, 2.6056)
H (0.7958, -3.8748, 0.9537)
H (-0.2899, -4.0436, 2.3342)
H (2.4512, -1.5095, 3.8077)
H (2.2985, 0.1239, 3.1370)
H (3.0248, -1.1738, 2.1545)
H (-0.6653, -2.6070, 4.2455)
H (-1.7598, -1.2698, 3.8394)
H (1.1119, -2.4303, 5.7319)
H (2.3225, -1.2323, 7.5136)
H (1.8176, 1.1619, 7.9383)
H (0.0302, 2.2755, 6.6611)
H (-1.8429, 2.1849, 5.2540)
H (-2.4063, 0.6500, 4.5743)
H (-2.6613, 3.9587, 3.0864)
H (-3.5849, 2.4866, 2.6898)
H (-2.7838, 3.4080, 1.3990)
H (-0.0574, 3.9658, 4.3292)
H (0.1587, 4.3816, 2.6127)
H (1.3253, 3.3091, 3.4193)
Cl (-4.5889, -0.9466, 2.6954)
C (-4.5355, -0.0310, 1.2244)
C (-5.7322, 0.4848, 0.6830)
C (-5.7085, 1.2389, -0.4463)
Cl (-7.1898, 1.8863, -1.0836)
C (-4.4834, 1.4988, -1.1095)
C (-4.3491, 2.2803, -2.2777)
C (-3.1189, 2.4520, -2.8295)
C (-2.0004, 1.8305, -2.2352)
N (-2.0831, 1.1109, -1.1424)
C (-3.3101, 0.9447, -0.5629)
C (-3.3179, 0.1928, 0.6339)
O (-2.1700, -0.2018, 1.1378)
H (-6.6736, 0.2832, 1.1761)
H (-5.2251, 2.7334, -2.7230)
H (-2.9823, 3.0525, -3.7181)
H (-1.0207, 1.9391, -2.6707)
F (3.4387, 4.6702, 0.4497)
C (2.5996, 3.6343, 0.2904)
C (1.3267, 3.8710, -0.1899)
C (0.4660, 2.7955, -0.3496)
C (0.8489, 1.4848, -0.0265)
C (2.1484, 1.3027, 0.4549)
C (3.0313, 2.3644, 0.6137)
H (1.0236, 4.8824, -0.4295)
H (-0.5267, 2.9997, -0.7205)
H (2.4975, 0.3138, 0.7052)
H (4.0405, 2.2130, 0.9755)

Properties
Molecular weight (Da): 1255.27
Expectation value of S²: 0.76
F_max (Eh/bohr): 0.0393
Frontier orbital gap (spin up / spin down) (eV): 6.847 / 5.747
Charge: +1
Calculated total energy (eV): -115868.4837
Spin multiplicity: 2

Record 3
Below is 2 unconnected molecules or ions with the total composition C4H3ClS3, with properties calculated with ωB97M-V/def2-TZVPD.

CARTESIAN COORDINATES (ANGSTROEM)
C (0.7314, -0.7267, -1.6673)
C (1.7488, -0.8870, -0.8049)
C (-0.5408, -0.5615, -0.8646)
C (-0.2862, -0.6033, 0.4910)
S (1.3430, -0.6669, 0.8107)
S (-0.9594, 2.1677, 2.8716)
S (-1.8668, 0.4284, 2.7471)
Cl (-2.0329, -0.2485, -1.5691)
H (0.8294, -0.6609, -2.7198)
H (2.7979, -0.9964, -1.0716)
H (-1.7644, 2.7549, 1.7768)

Properties
Molecular weight (Da): 182.72
F_max (Eh/bohr): 0.0658
Frontier orbital gap (eV): 6.027
Charge: 0
Calculated total energy (eV): -49220.4983
Spin multiplicity: 1

Record 4
Below is C9H12N2O2S in the gas phase, with properties calculated with ωB97M-V/def2-TZVPD.

CARTESIAN COORDINATES (ANGSTROEM)
C (-3.5179, 1.3173, -0.8993)
N (-2.5158, 0.3096, -0.8844)
C (-2.6084, -0.7651, -0.0761)
O (-3.5099, -0.8701, 0.7041)
C (-1.5217, -1.8398, -0.2682)
C (-0.5115, -1.9402, 0.8180)
C (0.5574, -1.2094, 0.7724)
C (1.6692, -0.7154, 0.3278)
S (2.9981, -1.7983, -0.4348)
C (4.0569, -0.3203, -0.6577)
C (3.4202, 0.8804, 0.1736)
O (4.0359, 1.9115, 0.2526)
N (2.1154, 0.5949, 0.4612)
C (1.0988, 1.4044, 1.1062)
H (-3.9330, 1.6371, -1.8650)
H (-4.4722, 0.9736, -0.4192)
H (-3.3231, 2.2069, -0.3001)
H (-1.6056, 0.7603, -0.9478)
H (-0.9554, -1.7420, -1.2645)
H (-2.0614, -2.7058, -0.1630)
H (-0.7716, -2.4478, 1.6699)
H (3.9370, 0.0053, -1.6803)
H (5.0148, -0.5098, -0.2011)
H (1.0718, 1.1915, 2.1268)
H (1.1583, 2.5448, 0.9225)
H (0.1739, 1.1263, 0.7262)

Properties
SMILES: CNC(=O)CC=C=C1SCC(=O)N1C
Molecular weight (Da): 212.27
F_max (Eh/bohr): 0.0736
Frontier orbital gap (eV): 9.122
Charge: 0
Calculated total energy (eV): -27435.7474
Spin multiplicity: 1

Record 5
Below is a gas-phase ion, C5H15N2 (charge +1), with properties calculated with ωB97M-V/def2-TZVPD.

CARTESIAN COORDINATES (ANGSTROEM)
C (0.4136, -2.5232, -1.7516)
N (0.2498, -1.9559, -0.4205)
C (-0.8194, -0.9699, -0.3421)
C (-0.2610, 0.4548, -0.5583)
C (0.3373, 1.1368, 0.6458)
C (0.9084, 2.5005, 0.4384)
N (-0.6921, 1.2500, 1.8133)
H (-0.5283, -2.8494, -2.1893)
H (0.8493, -1.7809, -2.4187)
H (1.1653, -3.3114, -1.7382)
H (0.0722, -2.6933, 0.2472)
H (-1.2677, -1.0641, 0.6425)
H (-1.5937, -1.1171, -1.0872)
H (0.5757, 0.3852, -1.2560)
H (-0.9555, 1.0737, -1.1226)
H (1.0627, 0.4317, 1.0607)
H (1.3939, 2.9176, 1.3241)
H (0.1999, 3.2466, 0.0807)
H (1.7008, 2.5120, -0.3198)
H (-1.1176, 0.3522, 2.0480)
H (-1.3886, 1.9576, 1.5890)
H (-0.1686, 1.5492, 2.6361)

Properties
SMILES: CNCC[C@@H](C)[NH3+]
Molecular weight (Da): 103.19
F_max (Eh/bohr): 0.0254
Frontier orbital gap (eV): 8.996
Charge: +1
Calculated total energy (eV): -8401.8622
Spin multiplicity: 1

Record 6
Below is 7 unconnected molecules or ions with the total composition C17H43Cl2N3O6, with properties calculated with ωB97M-V/def2-TZVPD.

CARTESIAN COORDINATES (ANGSTROEM)
C (3.3420, -2.1772, 2.3300)
C (3.8497, -3.3760, 1.5799)
N (3.8085, -3.2738, 0.2161)
O (4.2147, -4.3860, 2.1434)
H (4.1251, -1.8609, 3.0244)
H (2.4864, -2.4606, 2.9338)
H (3.1800, -1.3327, 1.6640)
H (4.0888, -4.0744, -0.3210)
H (3.4423, -2.4463, -0.2152)
C (4.6811, -1.5629, -2.8189)
C (3.2715, -1.0465, -2.6987)
N (2.2783, -1.7660, -3.2739)
O (3.0074, -0.0157, -2.1005)
H (5.2849, -1.1472, -2.0138)
H (5.1495, -1.2029, -3.7370)
H (4.7533, -2.6499, -2.7738)
H (1.3786, -1.3091, -3.2856)
H (2.4789, -2.5877, -3.8123)
C (-2.9114, 5.3493, 0.0935)
C (-2.2709, 4.0868, 0.6173)
N (-1.2390, 4.2536, 1.4871)
O (-2.6951, 2.9770, 0.3288)
H (-3.2435, 5.1753, -0.9265)
H (-2.2161, 6.1851, 0.0963)
H (-3.7849, 5.5352, 0.7172)
H (-0.7888, 3.4250, 1.8350)
H (-0.8166, 5.1529, 1.6179)
C (-4.0144, -0.3777, 1.7504)
C (-5.2044, 0.5777, 1.7413)
C (-6.1758, 0.2669, 2.8507)
O (-4.7849, 1.9245, 1.9126)
H (-3.2216, 0.0198, 1.1076)
H (-4.2763, -1.3564, 1.3450)
H (-3.5974, -0.4691, 2.7544)
H (-5.7230, 0.4970, 0.7746)
H (-7.0106, 0.9707, 2.8555)
H (-5.6777, 0.3356, 3.8191)
H (-6.6046, -0.7287, 2.7242)
H (-4.0857, 2.1175, 1.2696)
C (1.2809, 4.1686, -2.2835)
C (2.4736, 3.2444, -2.1524)
C (3.7683, 4.0331, -2.0689)
O (2.3376, 2.4539, -0.9666)
H (1.0990, 4.7493, -1.3771)
H (0.3516, 3.6227, -2.4830)
H (1.4205, 4.8458, -3.1303)
H (2.5077, 2.5952, -3.0341)
H (3.8084, 4.6158, -1.1465)
H (3.9398, 4.6968, -2.9200)
H (4.6237, 3.3512, -2.0378)
H (2.4578, 1.5260, -1.2126)
C (0.0379, -4.6444, 2.0712)
C (-1.2470, -4.9643, 1.3142)
C (-1.5473, -3.9001, 0.2870)
O (-1.1032, -6.1854, 0.5739)
H (0.8788, -4.7560, 1.3811)
H (0.2101, -5.3319, 2.9010)
H (0.0358, -3.6195, 2.4458)
H (-2.0695, -5.0264, 2.0393)
H (-1.8086, -2.9176, 0.6863)
H (-2.3417, -4.2256, -0.3847)
H (-0.6584, -3.7133, -0.3276)
H (-1.0485, -6.9304, 1.1783)
Cl (-0.6291, -0.0719, -2.8284)
C (-0.6049, 1.0966, -1.4702)
C (-0.5101, 0.3817, -0.1551)
Cl (1.0398, -0.4847, 0.0066)
H (-1.5573, 1.6189, -1.5087)
H (0.2318, 1.7766, -1.6107)
H (-1.3075, -0.3482, -0.0564)
H (-0.5480, 1.1008, 0.6571)

Properties
SMILES: CC(N)=O.CC(N)=O.CC(N)=O.CC(C)O.CC(C)O.CC(C)O.ClCCCl
Molecular weight (Da): 456.45
F_max (Eh/bohr): 0.0186
Frontier orbital gap (eV): 10.095
Charge: 0
Calculated total energy (eV): -60129.0207
Spin multiplicity: 1

Which value of calculated total energy does entry 2 give?
-115868.4837 eV

Repeat the sixth record exactly.
Below is 7 unconnected molecules or ions with the total composition C17H43Cl2N3O6, with properties calculated with ωB97M-V/def2-TZVPD.

CARTESIAN COORDINATES (ANGSTROEM)
C (3.3420, -2.1772, 2.3300)
C (3.8497, -3.3760, 1.5799)
N (3.8085, -3.2738, 0.2161)
O (4.2147, -4.3860, 2.1434)
H (4.1251, -1.8609, 3.0244)
H (2.4864, -2.4606, 2.9338)
H (3.1800, -1.3327, 1.6640)
H (4.0888, -4.0744, -0.3210)
H (3.4423, -2.4463, -0.2152)
C (4.6811, -1.5629, -2.8189)
C (3.2715, -1.0465, -2.6987)
N (2.2783, -1.7660, -3.2739)
O (3.0074, -0.0157, -2.1005)
H (5.2849, -1.1472, -2.0138)
H (5.1495, -1.2029, -3.7370)
H (4.7533, -2.6499, -2.7738)
H (1.3786, -1.3091, -3.2856)
H (2.4789, -2.5877, -3.8123)
C (-2.9114, 5.3493, 0.0935)
C (-2.2709, 4.0868, 0.6173)
N (-1.2390, 4.2536, 1.4871)
O (-2.6951, 2.9770, 0.3288)
H (-3.2435, 5.1753, -0.9265)
H (-2.2161, 6.1851, 0.0963)
H (-3.7849, 5.5352, 0.7172)
H (-0.7888, 3.4250, 1.8350)
H (-0.8166, 5.1529, 1.6179)
C (-4.0144, -0.3777, 1.7504)
C (-5.2044, 0.5777, 1.7413)
C (-6.1758, 0.2669, 2.8507)
O (-4.7849, 1.9245, 1.9126)
H (-3.2216, 0.0198, 1.1076)
H (-4.2763, -1.3564, 1.3450)
H (-3.5974, -0.4691, 2.7544)
H (-5.7230, 0.4970, 0.7746)
H (-7.0106, 0.9707, 2.8555)
H (-5.6777, 0.3356, 3.8191)
H (-6.6046, -0.7287, 2.7242)
H (-4.0857, 2.1175, 1.2696)
C (1.2809, 4.1686, -2.2835)
C (2.4736, 3.2444, -2.1524)
C (3.7683, 4.0331, -2.0689)
O (2.3376, 2.4539, -0.9666)
H (1.0990, 4.7493, -1.3771)
H (0.3516, 3.6227, -2.4830)
H (1.4205, 4.8458, -3.1303)
H (2.5077, 2.5952, -3.0341)
H (3.8084, 4.6158, -1.1465)
H (3.9398, 4.6968, -2.9200)
H (4.6237, 3.3512, -2.0378)
H (2.4578, 1.5260, -1.2126)
C (0.0379, -4.6444, 2.0712)
C (-1.2470, -4.9643, 1.3142)
C (-1.5473, -3.9001, 0.2870)
O (-1.1032, -6.1854, 0.5739)
H (0.8788, -4.7560, 1.3811)
H (0.2101, -5.3319, 2.9010)
H (0.0358, -3.6195, 2.4458)
H (-2.0695, -5.0264, 2.0393)
H (-1.8086, -2.9176, 0.6863)
H (-2.3417, -4.2256, -0.3847)
H (-0.6584, -3.7133, -0.3276)
H (-1.0485, -6.9304, 1.1783)
Cl (-0.6291, -0.0719, -2.8284)
C (-0.6049, 1.0966, -1.4702)
C (-0.5101, 0.3817, -0.1551)
Cl (1.0398, -0.4847, 0.0066)
H (-1.5573, 1.6189, -1.5087)
H (0.2318, 1.7766, -1.6107)
H (-1.3075, -0.3482, -0.0564)
H (-0.5480, 1.1008, 0.6571)

Properties
SMILES: CC(N)=O.CC(N)=O.CC(N)=O.CC(C)O.CC(C)O.CC(C)O.ClCCCl
Molecular weight (Da): 456.45
F_max (Eh/bohr): 0.0186
Frontier orbital gap (eV): 10.095
Charge: 0
Calculated total energy (eV): -60129.0207
Spin multiplicity: 1

Which of these has the highest F_max?
C14H32NO2P2RhSi